# 1
The following is a quantum chemistry calculation of a structure of composition C14H30AsBr6F6N4O4, from the OMol25 dataset.

Last column: natural (NBO) charge in e.
CARTESIAN COORDINATES (ANGSTROEM)
As: -0.281 -0.153 0.384  2.826
F: -1.138 -1.221 -0.714  -0.632
F: -1.234 -0.758 1.723  -0.631
F: 0.709 0.784 1.485  -0.628
F: 0.579 0.357 -1.047  -0.637
F: -1.415 1.166 0.196  -0.628
F: 0.865 -1.477 0.654  -0.646
C: -0.899 -2.799 4.500  -0.709
C: 0.489 -3.384 4.300  0.672
O: 0.901 -4.290 5.014  -0.659
N: 1.193 -2.851 3.285  -0.620
C: 2.586 -3.175 3.058  -0.414
H: -0.808 -1.713 4.555  0.225
H: -1.330 -3.174 5.423  0.227
H: -1.564 -3.075 3.681  0.234
H: 0.707 -2.194 2.696  0.423
H: 2.768 -2.962 2.004  0.208
H: 2.790 -4.225 3.251  0.215
H: 3.232 -2.549 3.677  0.192
C: 2.116 -0.929 -4.790  -0.732
C: 3.293 -1.374 -3.967  0.672
O: 4.414 -0.944 -4.245  -0.644
N: 3.140 -2.312 -3.005  -0.615
C: 1.934 -2.525 -2.204  -0.424
H: 2.410 -0.193 -5.542  0.238
H: 1.275 -0.441 -4.295  0.233
H: 1.753 -1.729 -5.445  0.229
H: 4.052 -2.394 -2.568  0.397
H: 2.067 -3.391 -1.558  0.209
H: 1.063 -2.818 -2.788  0.206
H: 1.775 -1.623 -1.624  0.226
C: -0.607 4.422 -2.658  -0.720
C: -1.443 3.347 -3.297  0.672
O: -2.131 3.569 -4.280  -0.646
N: -1.304 2.110 -2.733  -0.621
C: -1.901 0.919 -3.331  -0.422
H: -0.600 5.280 -3.339  0.229
H: 0.437 4.155 -2.530  0.226
H: -1.098 4.898 -1.806  0.236
H: -0.582 1.885 -2.066  0.417
H: -2.678 0.571 -2.651  0.201
H: -1.159 0.167 -3.595  0.196
H: -2.374 1.174 -4.280  0.223
C: -4.096 1.710 2.229  -0.713
C: -4.992 1.066 1.181  0.674
O: -6.207 1.191 1.192  -0.660
N: -4.338 0.319 0.270  -0.613
C: -5.059 -0.437 -0.755  -0.423
H: -4.409 1.378 3.211  0.232
H: -4.219 2.790 2.077  0.225
H: -3.043 1.633 1.965  0.234
H: -3.336 0.221 0.274  0.421
H: -5.643 0.299 -1.305  0.208
H: -5.770 -1.143 -0.316  0.196
H: -4.352 -1.074 -1.279  0.211
C: 4.133 2.217 -0.374  -0.449
Br: 3.628 3.437 1.108  0.063
Br: 2.817 2.166 -1.809  0.102
Br: 4.376 0.374 0.303  0.065
H: 5.091 2.552 -0.739  0.215
C: 2.578 1.390 4.555  -0.466
Br: 1.923 0.898 6.309  0.087
Br: 4.217 0.424 4.148  0.083
Br: 2.870 3.333 4.400  0.062
H: 1.827 1.126 3.822  0.243

E_tot: -526561.483 eV
frontier orbital gap: 8.734 eV
E_HOMO: -7.260 eV
net charge: -1



# 2
The following is a quantum chemistry calculation of a structure of composition C17H22CeClNS, from the OMol25 dataset.

Last column: natural (NBO) charge in e.
CARTESIAN COORDINATES (ANGSTROEM)
C: 0.005 0.249 -4.289  0.677
C: 1.382 0.749 -4.198  -0.776
C: -0.242 -1.176 -4.547  -0.777
C: -1.122 1.188 -4.232  -0.776
Cl: -0.216 -0.485 -1.139  -0.369
H: -0.266 -1.394 -5.628  0.332
H: -1.207 -1.501 -4.134  0.276
H: 0.546 -1.808 -4.112  0.276
H: 1.781 1.026 -5.189  0.331
H: 2.061 -0.009 -3.782  0.274
H: 1.445 1.647 -3.567  0.268
H: -1.375 1.581 -5.232  0.331
H: -0.891 2.057 -3.599  0.267
H: -2.029 0.709 -3.838  0.275
C: 1.383 -1.516 3.510  -0.257
C: 0.801 -2.647 2.862  -0.241
C: 1.299 -2.702 1.522  -0.305
H: 0.134 -3.376 3.330  0.269
C: 2.200 -1.597 1.342  -0.301
C: 2.248 -0.867 2.577  -0.283
H: 2.903 -0.021 2.793  0.262
H: 1.256 -1.238 4.561  0.271
H: 1.065 -3.465 0.774  0.274
H: 2.785 -1.383 0.445  0.268
C: -2.219 0.337 3.024  -0.289
C: -2.018 -1.008 3.473  -0.234
C: -2.345 -1.893 2.398  -0.265
H: -1.736 -1.304 4.483  0.271
C: -2.760 -1.099 1.276  -0.296
C: -2.686 0.284 1.667  -0.308
H: -2.961 1.144 1.059  0.259
H: -2.103 1.243 3.620  0.268
H: -2.332 -2.982 2.436  0.272
H: -3.090 -1.471 0.307  0.274
Ce: -0.210 -0.533 1.424  1.215
S: 0.377 4.356 0.897  0.570
C: 1.965 3.599 0.881  -0.392
C: 1.849 2.248 1.104  -0.029
N: 0.529 1.810 1.306  -0.546
C: -0.348 2.846 1.235  -0.116
H: 2.890 4.122 0.683  0.280
H: 2.671 1.527 1.145  0.246
H: -1.420 2.750 1.354  0.252

E_tot: -55747.807 eV
frontier orbital gap (alpha / beta): 6.843 / 6.847 eV
E_HOMO (alpha / beta): -14.768 / -14.772 eV
net charge: +2



# 3
The following is a quantum chemistry calculation of a structure of composition C20H17N3OOsSe, from the OMol25 dataset.

Last column: Löwdin spin population.
CARTESIAN COORDINATES (ANGSTROEM)
Os: 0.413 1.383 -1.721  2.293
C: 0.215 -2.567 -0.350  -0.001
C: 0.603 -1.295 -0.983  0.023
N: -0.299 -0.485 -1.553  0.031
N: -1.614 -0.631 -1.619  0.044
C: -2.196 0.518 -1.978  0.020
O: -1.498 1.601 -2.039  0.232
C: -3.620 0.634 -2.205  0.002
C: -4.005 1.801 -2.916  0.002
C: -5.344 2.022 -3.187  0.001
C: -6.307 1.159 -2.710  0.002
C: -5.931 0.013 -2.008  0.001
C: -4.563 -0.303 -1.798  0.000
C: 1.933 -0.771 -0.951  0.047
C: 3.018 -1.473 -0.468  -0.007
C: 4.260 -0.831 -0.348  0.033
C: 4.367 0.505 -0.813  0.006
C: 3.274 1.183 -1.311  0.027
N: 2.090 0.566 -1.432  0.078
H: -0.851 -2.745 -0.488  0.000
H: 0.448 -2.573 0.709  0.000
H: 0.823 -3.368 -0.780  0.000
H: -3.254 2.512 -3.262  0.000
H: -5.641 2.940 -3.712  0.000
H: -7.367 1.397 -2.813  0.000
H: -6.702 -0.674 -1.694  0.000
H: -4.197 -1.273 -1.422  0.000
H: 2.801 -2.499 -0.143  -0.001
H: 5.128 -1.323 0.128  0.001
H: 5.269 1.095 -0.757  0.000
H: 3.343 2.204 -1.687  0.002
Se: 0.197 1.171 1.500  0.852
C: 1.399 0.493 2.784  0.105
C: 2.546 1.209 3.189  0.062
C: 3.275 0.806 4.286  -0.003
C: 2.939 -0.337 5.012  0.080
C: 1.823 -1.085 4.579  -0.002
C: 1.095 -0.690 3.455  0.063
H: 2.787 2.117 2.637  0.003
H: 4.140 1.416 4.609  -0.001
H: 3.520 -0.662 5.897  0.004
H: 1.498 -1.927 5.184  -0.001
H: 0.184 -1.229 3.178  0.003

E_tot: -95326.736 eV
<S²>: 6.0465
frontier orbital gap (alpha / beta): 5.999 / 5.278 eV
E_HOMO (alpha / beta): -14.482 / -14.433 eV
energy above the lowest of the compared OMol25 structures with the same formula, charge and spin: 68.8 kJ/mol
net charge: +2
multiplicity: 5



# 4
The following is a quantum chemistry calculation of a structure of composition C34H46N4O2PPd, from the OMol25 dataset.

Last column: Löwdin spin population.
CARTESIAN COORDINATES (ANGSTROEM)
Pd: -0.004 1.119 -0.707  1.492
O: -1.117 0.580 6.104  0.000
C: 0.018 0.683 5.616  0.000
O: 1.156 0.623 6.103  0.000
C: 0.012 1.004 4.103  -0.005
C: -1.184 1.095 3.406  0.006
C: -1.162 1.304 2.041  0.011
N: 0.002 1.440 1.392  0.167
C: 1.171 1.340 2.038  0.011
C: 1.202 1.138 3.405  0.006
C: 2.396 1.376 1.186  0.007
C: 3.669 1.455 1.730  0.004
C: 4.762 1.429 0.878  -0.004
C: 4.557 1.334 -0.489  0.003
C: 3.256 1.269 -0.956  0.006
N: 2.205 1.284 -0.138  0.112
C: -2.391 1.343 1.194  0.007
C: -3.665 1.367 1.744  0.004
C: -4.759 1.382 0.893  -0.004
C: -4.556 1.386 -0.478  0.003
C: -3.256 1.366 -0.949  0.005
N: -2.204 1.334 -0.133  0.109
H: -2.088 0.958 3.985  0.001
H: 2.112 1.030 3.981  0.001
H: 3.802 1.536 2.798  0.001
H: 5.764 1.485 1.282  0.000
H: 5.383 1.319 -1.186  0.001
H: 3.037 1.209 -2.015  0.001
H: -3.797 1.380 2.815  0.001
H: -5.760 1.396 1.302  0.000
H: -5.384 1.409 -1.172  0.001
H: -3.038 1.374 -2.010  0.001
C: -1.351 6.208 -0.507  0.003
C: 0.009 5.742 -1.041  0.043
C: 0.269 6.348 -2.443  0.039
C: 1.143 6.149 -0.084  0.011
C: 0.019 4.300 -1.211  0.388
C: 0.018 3.045 -1.267  0.386
H: -1.357 7.296 -0.441  0.000
H: -1.537 5.804 0.488  0.000
H: -2.159 5.897 -1.168  0.000
H: 0.270 7.433 -2.334  0.006
H: -0.512 6.070 -3.149  0.000
H: 1.233 6.034 -2.840  0.000
H: 1.167 7.237 -0.010  0.001
H: 2.109 5.803 -0.449  0.000
H: 0.977 5.742 0.913  0.000
C: 0.189 -4.621 -2.751  0.002
C: -0.107 -3.127 -2.577  0.008
C: -1.518 -2.828 -3.109  0.002
C: 0.859 -2.300 -3.446  0.000
P: -0.014 -2.540 -0.806  0.127
N: -0.002 -0.907 -0.784  0.915
C: 1.586 -3.072 0.017  0.036
C: 2.755 -2.796 -0.944  0.004
C: 1.844 -2.227 1.276  0.005
C: 1.585 -4.559 0.392  0.007
C: -1.512 -3.051 0.193  0.032
C: -1.840 -4.542 0.052  0.006
C: -1.242 -2.729 1.673  0.001
C: -2.731 -2.210 -0.222  0.009
H: -0.002 -4.884 -3.793  0.001
H: -0.448 -5.255 -2.135  0.000
H: 1.227 -4.868 -2.542  0.000
H: -1.509 -2.998 -4.187  0.000
H: -1.805 -1.788 -2.944  0.001
H: -2.279 -3.479 -2.686  0.000
H: 0.588 -2.466 -4.490  0.000
H: 1.898 -2.595 -3.332  0.000
H: 0.771 -1.233 -3.246  -0.001
H: 2.761 -1.765 -1.302  0.003
H: 2.771 -3.468 -1.798  0.000
H: 3.680 -2.958 -0.388  0.000
H: 1.688 -1.169 1.089  0.003
H: 2.888 -2.371 1.562  0.000
H: 1.234 -2.518 2.125  0.000
H: 1.369 -5.216 -0.449  0.000
H: 0.890 -4.783 1.198  0.000
H: 2.586 -4.808 0.751  0.003
H: -1.000 -5.190 0.299  0.000
H: -2.199 -4.801 -0.941  0.000
H: -2.643 -4.770 0.757  0.002
H: -0.531 -3.412 2.131  0.000
H: -2.184 -2.839 2.211  0.001
H: -0.896 -1.705 1.820  0.000
H: -3.147 -2.495 -1.183  0.000
H: -2.496 -1.149 -0.241  0.006
H: -3.506 -2.365 0.531  0.000

E_tot: -58817.916 eV
<S²>: 6.0253
frontier orbital gap (alpha / beta): 6.751 / 3.699 eV
E_HOMO (alpha / beta): -9.940 / -9.938 eV
energy above the lowest of the compared OMol25 structures with the same formula, charge and spin: 126.2 kJ/mol
net charge: +1
multiplicity: 5